1.
DFT (the ωB97M-V functional and the def2-TZVPD basis) results for a structure of composition C29H30N6O5S.

The geometry in XYZ format:
```
71
Properties=species:S:1:pos:R:3:lowdin_charge:R:1
C 0.49666 0.55780 -1.84671 -0.173
H -7.05114 1.62561 -2.68651 0.112
H -5.81069 4.05929 -1.32158 0.123
N -0.10572 -4.75590 5.72049 0.173
C -0.78954 -1.51613 0.63595 -0.409
N -1.54352 -4.20606 1.68457 0.172
C 4.30559 3.33216 -2.80958 -0.054
C 0.64308 0.43604 1.00759 -0.256
C 2.61006 1.85577 2.32872 -0.070
H 3.97685 -1.08514 -1.88947 0.063
H 5.56836 2.47624 -4.34588 0.105
C 0.96224 -0.35426 -2.81425 -0.005
H 0.40941 -3.95103 6.03278 0.090
H -7.01812 4.05393 -2.63577 0.121
H 0.84234 2.43080 -0.88053 0.134
C -6.40876 2.05605 -1.91781 -0.146
N -1.98032 1.93839 -2.13712 0.089
C 3.47774 -1.68668 0.11853 -0.217
N -0.34597 -0.27740 0.28555 0.059
H -6.86635 1.90348 -0.94390 0.111
H 5.36913 -1.50748 -0.88329 0.082
O -1.51467 -2.16592 -0.11845 0.047
H -1.81726 -5.05490 2.15799 0.092
H 4.93163 4.19886 -2.66353 0.100
C 1.19166 1.71845 -1.61469 0.034
N 3.97403 1.27973 -3.99624 0.113
C 4.40125 -1.01382 -0.89188 -0.047
O -1.29526 -5.68181 4.03302 0.048
C 2.84066 1.07473 -3.29591 -0.248
H 3.38499 2.40642 2.84081 0.107
O 2.19023 -1.10306 0.16997 -0.033
C -0.36389 -3.52685 3.71387 -0.261
C 2.09681 -0.10092 -3.53132 -0.015
C -4.26045 2.45600 -2.94722 -0.315
C -4.99566 1.47503 -2.00975 -0.117
C 4.66583 2.35760 -3.75947 -0.141
C -2.95561 2.98536 -2.32053 -0.115
H -0.25200 -5.54307 6.32861 0.115
C -0.72363 0.21956 -1.03044 -0.127
C -0.83862 -3.31141 2.38095 -0.270
C 2.37876 1.99640 -2.31651 -0.138
H 3.29213 -2.72091 -0.18506 0.129
H -1.89306 -3.92152 0.78113 0.092
O -2.20768 1.77571 0.10247 0.077
H 4.53987 0.03934 -0.65899 0.070
S 0.47988 -1.29143 3.20430 1.133
H -4.99087 0.45981 -2.40049 0.115
C -6.15533 3.53127 -2.22209 -0.200
H -3.16691 3.40762 -1.33578 0.130
H 1.03033 3.13455 3.00080 0.104
C -1.70933 1.39136 -0.93245 -0.428
H -4.51890 1.47013 -1.03023 0.105
C 3.15771 3.15008 -2.08829 -0.010
H 3.99575 0.44862 1.53702 0.108
H -0.72622 1.85116 1.80087 0.114
H -1.27136 -0.61533 -1.49356 0.155
C 1.29356 2.26550 2.41863 -0.077
H -4.02309 1.99696 -3.91624 0.147
H -2.54338 3.76705 -2.96494 0.130
C -0.63974 -4.75481 4.48295 -0.487
C 0.30899 1.55180 1.75625 -0.032
C 1.98467 0.01489 0.91109 -0.263
H 2.45925 -0.78883 -4.27942 0.116
H -1.57155 1.53274 -2.96428 0.150
H 3.92859 -1.69597 1.11842 0.122
H 2.83635 3.86508 -1.34332 0.118
C 2.95901 0.74017 1.58522 -0.018
C -0.42869 -2.04893 1.93480 -0.290
H 0.40903 -1.26811 -2.97514 0.123
N 0.32984 -2.53335 4.23015 -0.261
O -5.14480 3.53139 -3.21141 -0.103
```

The LUMO energy is -0.02 eV. For the orbital gap, the calculation gives 7.92 eV. The value obtained for the HOMO energy is -0.2919 hartree. The charge is 0. The max |F| comes out at 0.016 hartree/bohr.

***

2.
DFT (the ωB97M-V functional and the def2-TZVPD basis) results for a structure of composition C11H14BN7PdS.

The geometry in XYZ format:
```
35
Properties=species:S:1:pos:R:3:lowdin_charge:R:1
H 3.34699 0.62366 -0.09900 0.139
C 3.03361 0.51547 -2.33321 0.133
N -1.40615 1.49917 -0.16987 -0.109
C -2.25941 2.49577 0.13433 -0.078
C -2.92812 2.87144 -1.04136 -0.002
N -0.95516 -1.21395 -1.37125 -0.018
C 1.81688 0.39847 -3.01088 0.078
C -2.42336 2.06394 -2.05734 -0.007
H 1.38333 1.67410 2.39004 0.032
C -1.30697 -3.29791 -0.71030 -0.004
N -1.49288 1.24527 -1.52792 -0.011
B -0.69775 0.08533 -2.19450 -0.460
H -1.03796 -0.04699 -3.33250 0.133
N 2.35115 -1.23753 5.02173 0.074
C 2.69710 0.53398 -0.95846 -0.028
H -2.65795 1.98969 -3.10711 0.144
H 0.45486 0.60351 3.56256 0.026
H 1.77855 -0.12467 2.47050 0.021
N 0.83469 0.34383 -2.08626 0.046
C 1.50807 -1.54889 5.84329 -0.884
C -0.92355 -2.53040 0.40319 -0.074
N -0.73691 -1.26130 -0.00726 -0.099
C 1.02601 0.66118 2.62500 -0.122
H -1.55925 -2.57776 -2.84367 0.145
H -2.34054 2.86346 1.14855 0.124
S 0.46648 -2.02430 6.91293 0.765
H -1.55608 -4.33903 -0.71346 0.116
C -1.32033 -2.43709 -1.79999 -0.012
H 1.58440 0.33811 -4.06171 0.163
N 1.38058 0.43126 -0.81565 0.116
H 4.01163 0.58658 -2.75926 0.144
H -0.78114 -2.79997 1.44087 0.125
H 2.87859 -0.36918 4.90808 0.089
H -3.68594 3.61895 -1.13041 0.116
Pd -0.48349 0.36582 1.27031 1.179
```

The LUMO energy (spin up / spin down) is -6.39 / -11.09 eV. For the orbital gap (spin up / spin down), the calculation gives 7.57 / 2.83 eV. As for the spin multiplicity: 5. The value obtained for the HOMO energy (spin up / spin down) is -0.5128 / -0.5116 hartree. For the energy relative to the best compared isomer or geometry (same formula, charge and spin), the calculation gives 0.0000 eV. The charge is +2. The expectation value of S² is 6.018. The max |F| comes out at 0.070 hartree/bohr.

***

3.
DFT (the ωB97M-V functional and the def2-TZVPD basis) results for an isolated molecule of C3H4N2O3.

The geometry in XYZ format:
```
12
Properties=species:S:1:pos:R:3:lowdin_charge:R:1
H -2.13231 -0.50200 1.48359 0.120
O 1.70546 -1.12998 0.16830 -0.058
N 0.40857 -1.44462 -0.13100 0.148
N 1.81323 0.21924 0.22164 0.101
C 0.67986 0.76752 -0.01631 -0.327
C -0.28093 -0.40108 -0.21400 -0.350
H 1.07044 2.58713 -0.26344 0.146
O -1.55675 -0.42910 -0.56985 -0.086
H -3.38764 -0.45899 0.09552 0.103
O 0.28766 2.02200 -0.08868 0.115
H -2.32588 1.11789 0.35721 0.115
C -2.44363 -0.01140 0.49938 -0.028
```

The LUMO energy is 0.47 eV. The structure (SMILES) is COc1nonc1O. For the orbital gap, the calculation gives 10.62 eV. The value obtained for the HOMO energy is -0.3729 hartree. For the energy relative to the best compared isomer or geometry (same formula, charge and spin), the calculation gives 4.3961 eV. The charge is 0. The max |F| comes out at 0.084 hartree/bohr.

***

4.
DFT (the ωB97M-V functional and the def2-TZVPD basis) results for a cluster of 2 separate species, C3H5Cl3OSi in total.

The geometry in XYZ format:
```
13
Properties=species:S:1:pos:R:3:lowdin_charge:R:1
C 0.96204 -0.77824 -0.24567 -0.441
Cl 4.94967 0.26371 1.83058 0.338
C 0.30808 0.58781 0.10439 -0.122
C -0.45424 -0.57514 0.47041 -0.089
Cl 5.09432 -1.36209 -1.16069 0.272
O 1.84628 -1.21892 0.57275 -0.074
H -1.38475 -0.70010 -0.09749 0.113
H 0.76145 -1.28018 -1.14934 0.117
H 0.54353 1.13216 0.99388 0.101
Cl 4.40726 1.98543 -0.79962 0.295
Si 4.39084 0.15870 -0.03034 -0.732
H -0.31479 -0.98400 1.42929 0.092
H 0.02190 1.22787 -0.78153 0.128
```

The LUMO energy (spin up / spin down) is -1.01 / -0.44 eV. For the orbital gap (spin up / spin down), the calculation gives 6.19 / 8.48 eV. The value obtained for the HOMO energy (spin up / spin down) is -0.2648 / -0.3281 hartree. For the energy relative to the best compared isomer or geometry (same formula, charge and spin), the calculation gives 3.5832 eV. The charge is 0. The max |F| comes out at 0.059 hartree/bohr.

***

5.
DFT (the ωB97M-V functional and the def2-TZVPD basis) results for a cluster of 8 separate species, C52H105N7O7 in total.

The geometry in XYZ format:
```
171
Properties=species:S:1:pos:R:3:lowdin_charge:R:1
H 18.70466 11.71029 17.52646 0.055
H 11.96829 17.74074 13.41523 0.084
C 12.42667 16.77082 23.20544 -0.013
H 22.10407 16.77651 9.20730 0.120
H 10.27599 12.53992 19.19081 0.099
H 10.87321 17.37078 21.34681 0.139
H 20.52293 19.35808 9.50978 0.102
O 18.64068 21.31442 13.65190 -0.042
C 12.36036 13.87304 18.83118 -0.526
C 13.18488 17.70759 15.84083 -0.184
H 22.88976 11.22286 20.64489 0.099
H 20.18329 23.99481 15.45136 0.046
H 18.95824 8.70815 21.72230 0.111
C 12.22974 19.20440 19.75215 -0.131
H 11.83211 16.50966 16.93747 0.081
O 21.21079 12.41102 18.64616 -0.015
H 17.59088 10.72211 20.85894 0.117
H 20.88191 12.18168 17.75460 0.099
C 18.36277 11.14686 18.36262 -0.021
C 19.22746 18.26035 12.23577 -0.028
H 18.51416 17.78915 9.85156 0.126
C 19.90751 17.13984 11.38928 -0.511
N 21.37172 16.95287 11.57062 -0.071
H 18.25481 15.76831 11.59011 0.104
H 22.52261 19.27098 19.27031 0.109
H 12.39192 21.26252 21.41621 0.084
H 10.25945 17.33008 13.03854 0.083
H 18.19758 24.28466 15.41112 0.045
H 14.45145 16.62055 20.30008 0.061
H 14.70984 18.51688 19.14570 0.052
C 21.24276 9.42299 18.19987 -0.013
H 19.02659 11.19676 21.73389 0.126
H 8.31211 13.73935 20.22522 0.088
H 15.49116 18.83922 20.71329 0.069
H 14.11613 19.40076 23.46585 0.095
C 20.54893 23.13228 14.93333 -0.010
H 17.65630 18.49222 18.24589 0.087
H 13.88258 15.35015 21.40282 0.074
H 20.79236 15.31711 18.39580 0.070
C 9.22047 14.30566 19.93750 -0.059
H 18.74453 22.73720 18.64959 0.107
C 21.98879 17.82062 9.46676 -0.154
H 23.31157 19.74150 11.16651 0.085
H 21.44466 17.67908 17.62991 0.097
C 20.98032 20.66635 15.11283 -0.042
C 22.57192 18.19239 19.40207 -0.181
H 20.19606 23.14411 13.89799 0.082
C 19.33632 15.82561 11.87071 -0.052
H 17.93702 19.06526 15.79905 0.068
C 11.13547 17.05070 13.64009 -0.112
H 15.17628 20.20369 19.58698 0.085
H 18.26686 17.85702 12.53171 0.077
H 12.44291 19.77387 18.83585 0.122
H 14.80022 13.12353 18.27292 0.093
H 16.84416 17.89108 15.29645 0.106
H 18.89516 8.65471 19.91752 0.103
H 23.25629 10.83241 18.96960 0.069
H 11.73716 15.96304 20.66290 0.114
H 9.34452 13.37720 18.02185 0.122
H 8.95193 15.27122 19.45278 0.092
C 17.51059 22.23371 17.06956 -0.144
H 16.43491 17.29954 17.76475 0.060
H 16.12950 19.00783 17.42947 0.030
O 21.58911 16.87595 13.00907 -0.039
H 24.12266 17.33740 12.05781 0.088
O 11.10990 14.19195 18.39664 -0.006
H 19.60528 16.46314 9.39202 0.124
H 12.74822 17.29206 18.94447 0.101
H 20.58012 19.70263 15.47748 0.077
H 22.51971 18.05662 20.48225 0.120
H 13.04436 17.13849 23.99730 0.066
C 14.21740 16.38150 21.34839 0.004
H 19.20689 13.22635 20.95801 0.072
H 22.46576 19.25503 12.59546 0.063
H 11.43756 17.14413 23.40685 0.071
H 21.53076 10.15774 17.45887 0.063
C 23.93405 17.80133 18.99820 -0.234
C 18.69868 12.93932 20.05740 -0.046
H 10.65641 18.20891 15.38268 0.113
H 14.15716 21.39683 21.52704 0.077
H 17.29402 11.41212 18.50053 0.091
H 19.00339 19.13608 11.59991 0.086
H 21.64088 23.09020 14.99514 0.082
C 21.62554 15.91973 18.83309 -0.113
H 22.72775 18.33189 8.84186 0.131
C 10.89566 17.17791 15.11831 -0.272
O 13.28241 14.60064 18.22282 -0.021
H 18.43861 10.11000 18.12805 0.051
H 20.47792 17.66197 19.07348 0.104
H 15.08746 16.59136 21.94533 0.074
H 17.39642 21.19625 17.40507 0.105
C 18.16862 15.63547 16.37960 -0.206
H 22.58733 15.59683 18.40595 0.080
H 9.73708 14.45031 20.88457 0.071
N 20.64173 11.53295 19.53323 -0.136
H 20.32338 18.31653 8.18301 0.108
H 17.61184 13.01350 20.27653 0.089
C 16.89597 18.24436 17.48386 -0.127
C 14.68793 14.17523 18.52275 0.020
C 19.54892 17.43078 9.92285 -0.134
C 18.67840 16.99515 16.10491 -0.153
H 11.41125 16.07606 13.37522 0.054
H 12.35596 15.70654 23.16037 0.073
H 23.25800 9.54823 20.22991 0.073
H 18.35445 20.41466 13.51665 0.063
C 13.45401 19.48431 20.71515 -0.479
C 22.34950 17.85781 10.92499 -0.528
H 15.30955 21.93459 15.40572 0.091
H 9.98369 16.63693 15.38649 0.109
C 17.47158 23.65796 14.94502 -0.033
H 19.50215 15.76344 12.93161 0.059
C 19.21624 9.21602 20.78640 -0.178
H 19.85411 14.96080 11.40847 0.097
H 16.27701 21.56136 13.93708 0.083
H 16.50195 24.11486 15.19586 0.092
H 21.95962 20.79492 15.57487 0.082
H 22.07662 8.71468 18.30152 0.080
C 12.11450 16.66670 15.89357 -0.169
O 14.45240 18.80879 22.79224 -0.037
N 18.66938 21.38728 15.06975 -0.088
C 17.54975 18.09853 16.12316 -0.248
C 20.04417 21.77748 15.60510 -0.492
C 20.74772 9.37689 20.80137 -0.131
C 17.48240 22.24524 15.51807 -0.481
N 13.24118 18.71217 21.95967 -0.048
O 12.55597 12.90770 19.66231 0.036
N 14.00822 18.52331 15.85696 0.177
H 15.30793 14.81122 17.89444 0.069
H 24.46345 17.73523 10.38689 0.081
H 17.52001 23.67217 13.84642 0.095
C 13.33920 21.00482 20.93009 -0.057
C 20.57843 18.30690 9.23203 -0.183
C 21.46684 17.40558 18.69157 -0.282
H 23.74468 16.17577 10.74347 0.087
C 23.74762 17.23026 11.02704 -0.041
C 22.39579 19.28277 11.52286 -0.010
H 14.90742 14.32793 19.58666 0.077
C 11.82940 17.04423 20.86737 -0.175
H 20.32383 8.91624 17.90037 0.065
H 19.93539 20.79282 17.45407 0.132
H 13.41665 21.47755 19.94810 0.082
H 20.88436 22.26292 17.49618 0.120
C 19.95219 21.86812 17.09586 -0.143
C 21.29922 10.20884 19.59443 -0.481
H 16.61614 22.78922 17.49883 0.143
H 19.15629 16.99401 15.10061 0.104
C 12.96348 17.26823 21.80739 -0.470
H 19.83598 18.53054 13.10245 0.066
H 21.02279 9.90985 21.72998 0.124
N 24.98572 17.42546 18.72018 0.143
H 16.27474 20.44595 15.32533 0.038
H 11.40052 19.76366 20.19987 0.114
H 19.01438 13.61246 19.25969 0.059
H 11.05864 17.67313 18.93540 0.111
C 18.80930 22.77206 17.57290 -0.184
H 21.30612 8.40847 20.72898 0.127
C 22.80045 10.44692 19.85805 -0.049
C 18.67625 10.61841 20.85107 -0.152
C 14.81154 19.23061 19.97255 -0.023
H 19.46982 17.20735 16.83053 0.079
C 11.94026 17.73898 19.56624 -0.203
C 16.22871 21.47145 15.03084 -0.028
H 12.48570 15.73117 15.47627 0.122
C 19.14332 11.50880 19.65234 -0.470
C 9.96062 13.49449 18.90408 -0.213
H 21.53880 19.87506 11.21329 0.071
H 21.16991 20.72724 14.01038 0.084
H 19.01062 23.81221 17.27566 0.109
N 17.75078 14.54209 16.45060 0.146
H 21.66989 15.62214 19.88242 0.084
H 22.04268 16.02545 13.03339 0.105
```

The LUMO energy is 0.50 eV. The structure (SMILES) is CC1(C)CCCC(C)(C)N1O.CC1(C)CCCC(C)(C)N1O.CC1(C)CCCC(C)(C)N1O.CC1(C)CCCC(C)(C)N1O.CCOC(=O)OC.CCCC#N.CCCC#N.CCCC#N. For the orbital gap, the calculation gives 8.63 eV. The value obtained for the HOMO energy is -0.2987 hartree. The charge is 0. The max |F| comes out at 0.099 hartree/bohr.

***

6.
DFT (the ωB97M-V functional and the def2-TZVPD basis) results for a cluster of 2 separate species, C3H6OSi in total.

The geometry in XYZ format:
```
11
Properties=species:S:1:pos:R:3:lowdin_charge:R:1
H 1.52086 -2.20709 1.06147 -0.071
C -1.28740 0.52651 0.48319 -0.112
H -1.84508 1.26730 1.03658 0.059
H 2.18746 -0.51200 -0.21236 -0.115
C 0.10059 1.35447 -1.63869 0.003
O -0.45170 0.84549 -2.52355 0.013
H 0.15208 -1.43526 -0.90163 -0.058
H -1.72984 0.03370 -0.30652 0.015
C -0.00723 0.35115 0.93065 -0.380
Si 0.99562 -1.03987 0.23511 0.598
H 0.36464 0.81560 1.83574 0.047
```

The LUMO energy is 0.64 eV. For the orbital gap, the calculation gives 10.59 eV. The value obtained for the HOMO energy is -0.3656 hartree. For the energy relative to the best compared isomer or geometry (same formula, charge and spin), the calculation gives 1.6455 eV. The charge is 0. The max |F| comes out at 0.092 hartree/bohr.

***

Please write out number 6 again, unchanged.
DFT (the ωB97M-V functional and the def2-TZVPD basis) results for a cluster of 2 separate species, C3H6OSi in total.

The geometry in XYZ format:
```
11
Properties=species:S:1:pos:R:3:lowdin_charge:R:1
H 1.52086 -2.20709 1.06147 -0.071
C -1.28740 0.52651 0.48319 -0.112
H -1.84508 1.26730 1.03658 0.059
H 2.18746 -0.51200 -0.21236 -0.115
C 0.10059 1.35447 -1.63869 0.003
O -0.45170 0.84549 -2.52355 0.013
H 0.15208 -1.43526 -0.90163 -0.058
H -1.72984 0.03370 -0.30652 0.015
C -0.00723 0.35115 0.93065 -0.380
Si 0.99562 -1.03987 0.23511 0.598
H 0.36464 0.81560 1.83574 0.047
```

The LUMO energy is 0.64 eV. For the orbital gap, the calculation gives 10.59 eV. The value obtained for the HOMO energy is -0.3656 hartree. For the energy relative to the best compared isomer or geometry (same formula, charge and spin), the calculation gives 1.6455 eV. The charge is 0. The max |F| comes out at 0.092 hartree/bohr.

***

- Which of these has the highest max |F|?
  C52H105N7O7

***

- Number 6 is which compound?
  C3H6OSi